Entry 1:
DFT (ωB97M-V/def2-TZVPD) results for a cluster of 10 separate species, C17H35N9O18S in total at a distorted geometry.

Element x y z (Å)
1 C 25.69768 7.64665 3.05338
2 N 26.49639 6.40920 2.91510
3 O 27.06412 5.96893 3.87553
4 O 26.51972 5.88663 1.79660
5 H 25.97554 8.42613 3.76282
6 H 24.69126 7.29842 3.28563
7 H 25.52791 8.04962 2.05493
8 C 27.49670 2.28923 7.45553
9 N 26.43491 3.01429 8.11521
10 O 25.27890 2.64270 7.98611
11 O 26.79614 3.99349 8.80117
12 H 28.47870 2.69182 7.70393
13 H 27.30244 2.41767 6.39069
14 H 27.43631 1.27915 7.86072
15 C 22.43514 1.38603 9.06770
16 N 21.59477 1.74434 7.90157
17 O 20.52982 1.14414 7.87532
18 O 22.02296 2.52831 7.05546
19 H 21.73684 1.03311 9.82660
20 H 22.99900 2.24702 9.42666
21 H 23.13217 0.60851 8.75510
22 C 23.49655 4.95151 1.49560
23 N 22.48810 5.70715 0.67173
24 O 21.32791 5.44764 0.72536
25 O 22.83059 6.69690 0.08441
26 H 23.75009 5.52919 2.38447
27 H 24.30102 4.55161 0.87834
28 H 22.94789 4.04507 1.75143
29 C 26.64881 -1.83490 2.02305
30 N 25.46292 -2.56519 1.44815
31 O 25.46704 -3.82898 1.38444
32 O 24.46566 -1.87667 1.47086
33 H 27.19710 -2.43915 2.74578
34 H 26.42092 -0.84988 2.43034
35 H 27.39529 -1.76019 1.23230
36 C 24.26733 5.59355 6.74567
37 N 23.85838 7.04146 6.73917
38 O 23.01644 7.41834 7.52456
39 O 24.42938 7.76672 5.92188
40 H 23.41914 4.92928 6.91127
41 H 24.87133 5.49596 7.64775
42 H 24.86845 5.34643 5.87063
43 C 23.12521 0.48337 -1.55357
44 N 23.90169 1.72496 -1.22014
45 O 23.36744 2.78430 -1.12553
46 O 25.15234 1.69264 -1.21812
47 H 22.51627 0.52053 -2.45685
48 H 22.57452 0.25098 -0.64207
49 H 23.92651 -0.25327 -1.61162
50 C 28.83104 2.88812 -0.49170
51 C 29.27365 4.28192 -0.77377
52 O 30.67643 4.21713 -0.76482
53 S 31.40799 2.93048 0.05131
54 O 31.86039 3.22823 1.42232
55 O 32.29141 2.27696 -0.97457
56 O 29.94459 2.14046 0.04058
57 H 28.49468 2.32599 -1.36289
58 H 27.93082 2.79478 0.11575
59 H 28.93549 5.01607 -0.04249
60 H 28.91354 4.67960 -1.72259
61 N 24.23831 1.03192 2.59670
62 C 23.77321 1.11136 3.87507
63 C 24.39860 2.24851 4.41340
64 C 25.33315 2.68463 3.47375
65 C 25.18653 2.00151 2.35633
66 H 23.86512 0.43521 1.87229
67 H 23.04913 0.46867 4.35365
68 H 24.24935 2.66486 5.39868
69 H 26.03729 3.49751 3.57293
70 H 25.54677 1.92694 1.34091
71 N 19.11386 1.28276 4.31452
72 C 18.05930 0.64309 3.67053
73 C 18.44195 -0.63118 3.37178
74 C 19.71372 -0.80856 3.94923
75 C 20.15185 0.39734 4.59005
76 H 19.04538 2.24798 4.60394
77 H 17.14660 1.13174 3.36298
78 H 17.95585 -1.34160 2.71954
79 H 20.22641 -1.75862 3.97969
80 H 20.97293 0.56439 5.27147

The highest occupied orbital energy comes out at -8.134 eV. The value obtained for the frontier orbital gap is 7.393 eV. The energy above the lowest of the compared OMol25 structures with the same formula, charge and spin comes out at 2.5285 eV. The calculated total energy is -2913.2605 hartree. Its SMILES is C[N+](=O)[O-].C[N+](=O)[O-].C[N+](=O)[O-].C[N+](=O)[O-].C[N+](=O)[O-].C[N+](=O)[O-].C[N+](=O)[O-].O=S1(=O)OCCO1.c1cc[nH]c1.c1cc[nH]c1.

Löwdin atomic charge list, values in e, 2 entries: 0.035, -0.433


Entry 2:
DFT (ωB97M-V/def2-TZVPD) results for a structure of composition C17H36B3NO11P2 at a distorted geometry.

Element x y z (Å)
1 B 5.38786 2.61920 2.35572
2 O 5.63052 3.51281 1.30685
3 B 5.74354 2.74724 0.12880
4 O 4.56948 2.13286 -0.27583
5 B 3.85562 1.95026 0.91683
6 C 2.32012 2.28795 1.05469
7 C 1.88217 3.46736 0.48630
8 C 0.53864 3.84950 0.61327
9 C -0.26340 2.96143 1.32450
10 C 0.31876 1.78227 1.81234
11 N 1.58000 1.37774 1.72810
12 O 4.63265 1.50734 2.00121
13 H 5.75530 2.79269 3.46453
14 H 6.77970 2.58659 -0.41848
15 H 2.58113 4.09813 -0.05308
16 H 0.14025 4.77665 0.21948
17 H -1.30885 3.17381 1.51333
18 H -0.34351 1.09953 2.34777
19 O -3.74459 0.47791 2.47673
20 P -5.10250 0.43085 3.14712
21 O -4.74946 -0.89568 4.07792
22 C -3.79537 -0.77260 5.12686
23 C -4.27240 0.15056 6.23360
24 O -5.88536 -0.29075 1.89055
25 C -5.64310 0.12736 0.54288
26 C -4.81560 -0.91045 -0.18553
27 O -6.51847 0.58540 3.97349
28 C -7.62926 -0.32082 3.90701
29 C -7.45165 -1.58052 4.72664
30 H -2.84006 -0.42753 4.72150
31 H -3.63964 -1.77588 5.52497
32 H -4.37488 1.17884 5.87138
33 H -3.56561 0.15093 7.06420
34 H -5.24948 -0.15765 6.60413
35 H -5.15838 1.10346 0.51644
36 H -6.61632 0.23458 0.05846
37 H -3.91498 -1.16000 0.37461
38 H -4.52676 -0.55487 -1.17587
39 H -5.38332 -1.83509 -0.30177
40 H -7.90350 -0.55222 2.88153
41 H -8.46978 0.24183 4.31955
42 H -6.76995 -2.27925 4.24552
43 H -8.41486 -2.08267 4.83637
44 H -7.05729 -1.35469 5.71687
45 O 1.91807 -2.86491 -3.95968
46 P 3.18202 -2.10345 -3.76728
47 O 2.75192 -0.54355 -3.93787
48 C 1.82180 0.02108 -3.01212
49 C 2.39201 0.09976 -1.60946
50 O 3.89899 -2.38114 -5.21732
51 C 3.67570 -3.61035 -5.91216
52 C 2.76698 -3.38059 -7.10108
53 O 4.59862 -1.84519 -3.02217
54 C 5.75570 -1.26345 -3.63188
55 C 5.68946 0.24399 -3.75076
56 H 0.89145 -0.55268 -3.02270
57 H 1.59263 1.02373 -3.37402
58 H 2.57167 -0.90061 -1.20175
59 H 1.70263 0.62001 -0.94536
60 H 3.34468 0.62264 -1.60830
61 H 3.26416 -4.36773 -5.24601
62 H 4.64991 -3.97032 -6.25192
63 H 1.85606 -2.86125 -6.80462
64 H 2.49548 -4.32608 -7.57358
65 H 3.26351 -2.75264 -7.84303
66 H 5.99021 -1.72785 -4.58633
67 H 6.58181 -1.52092 -2.96551
68 H 5.02343 0.55255 -4.55567
69 H 6.68226 0.63818 -3.97549
70 H 5.33142 0.69637 -2.82542

The highest occupied orbital energy comes out at -9.891 eV. The value obtained for the frontier orbital gap is 8.467 eV. The energy above the lowest of the compared OMol25 structures with the same formula, charge and spin comes out at 2.7397 eV. The calculated total energy is -2309.2691 hartree.

Löwdin atomic charge list, values in e, 2 entries: -0.321, 0.200


Entry 3:
DFT (ωB97M-V/def2-TZVPD) results for a cluster of 5 separate species, C17H36BFNO4 in total at a distorted geometry.

Element x y z (Å)
1 C -0.90316 2.43340 -1.18801
2 C -1.04826 0.87535 -0.88180
3 C -1.79126 0.66966 0.48586
4 F -3.21870 0.55616 0.26099
5 B -1.17678 -0.64173 1.27667
6 C -0.05788 -0.09347 2.39761
7 C 1.24453 0.25227 1.65134
8 N 2.10004 -0.62565 1.24500
9 H -1.28691 3.08238 -0.37385
10 H 0.18532 2.66277 -1.31709
11 H -1.40156 2.72552 -2.13161
12 H -1.59724 0.36823 -1.71526
13 H -0.01943 0.45912 -0.89522
14 H -1.65831 1.57166 1.13023
15 H -0.62575 -1.31826 0.44002
16 H -2.02400 -1.26921 1.86261
17 H -0.43355 0.85260 2.85480
18 H 0.07869 -0.89048 3.16692
19 H 1.46563 1.32681 1.40502
20 H 2.86019 -0.12042 0.77939
21 C 4.80825 -1.85889 2.81917
22 C 6.09292 -1.24690 3.30698
23 O 6.11020 -0.18930 3.90037
24 C 7.36760 -2.00313 3.02777
25 H 3.97271 -1.21359 3.08530
26 H 4.83413 -1.96471 1.73240
27 H 4.66098 -2.83412 3.28844
28 H 7.50468 -2.11532 1.95082
29 H 7.32958 -2.98450 3.50411
30 H 8.21424 -1.44857 3.43365
31 C -7.37977 -2.46005 0.76218
32 C -5.93943 -2.28675 1.18036
33 O -5.27668 -3.23561 1.53862
34 C -5.37062 -0.89366 1.13212
35 H -7.65771 -3.51144 0.84547
36 H -8.02932 -1.87240 1.41364
37 H -7.50623 -2.14456 -0.27512
38 H -5.93739 -0.24103 1.80121
39 H -5.40959 -0.50989 0.11214
40 H -4.33350 -0.91233 1.45657
41 C -0.69151 5.96627 -4.72630
42 C -1.66532 5.77411 -3.59241
43 O -1.94546 4.67173 -3.18503
44 C -2.27560 7.01142 -2.98637
45 H -0.33323 4.99387 -5.06255
46 H -1.18591 6.46677 -5.56125
47 H 0.16185 6.55719 -4.38824
48 H -2.84001 7.55805 -3.74448
49 H -1.49206 7.64849 -2.57169
50 H -2.95392 6.72290 -2.18412
51 C 1.63515 -3.27801 -1.54737
52 C 3.02628 -3.58335 -1.06231
53 O 3.76952 -2.70233 -0.69783
54 C 3.45575 -5.02879 -1.04642
55 H 1.46438 -2.20317 -1.50093
56 H 1.52035 -3.60993 -2.58212
57 H 0.90130 -3.77491 -0.91070
58 H 3.42197 -5.43823 -2.05790
59 H 2.80190 -5.60364 -0.38816
60 H 4.47788 -5.09840 -0.67364

The highest occupied orbital energy comes out at -4.837 eV. The value obtained for the frontier orbital gap is 7.215 eV. The calculated total energy is -1149.7546 hartree. Its net charge is -1.

Löwdin atomic charge list, values in e, 2 entries: -0.121, -0.199